Entry 1:
Computed, not measured: a structure of composition C12H24BBaF4O6 in a non-equilibrium geometry, with ωB97M-V/def2-TZVPD.

* HOMO-LUMO gap: 11.05 eV
* HOMO energy: -13.4 eV
* charge: +1
* strongest force on any atom: 2.048 eV/A
* electronic energy: -1372.975881 hartree

CARTESIAN COORDINATES (ANGSTROEM)
Ba1 0.6753 0.2219 -0.4055
C1 1.1965 0.1223 3.0699
C2 0.2727 -1.0706 3.2555
O1 -0.1063 -1.6486 2.0024
C3 0.2968 -2.9979 1.7652
C4 1.4680 -3.0746 0.8047
O2 1.1577 -2.4753 -0.4468
C5 0.3623 -3.1732 -1.4007
C6 -0.9968 -2.5251 -1.6591
O3 -0.7904 -1.2011 -2.1538
C7 -1.8980 -0.4043 -2.5786
C8 -1.3725 0.8629 -3.2558
O4 -0.4960 1.6388 -2.4416
C9 -0.8714 2.9281 -1.9532
C10 -1.8372 2.8751 -0.7795
O5 -1.3571 2.1136 0.3323
C11 -0.7516 2.8516 1.4034
C12 -0.4091 1.9128 2.5469
O6 0.6611 1.0696 2.1588
H1 2.1442 -0.1881 2.6264
H2 1.3928 0.6008 4.0345
H3 -0.6464 -0.7648 3.7609
H4 0.7695 -1.8088 3.8893
H5 -0.5671 -3.5153 1.3396
H6 0.5490 -3.4982 2.7032
H7 1.7893 -4.1100 0.6570
H8 2.3158 -2.5067 1.1923
H9 0.2054 -4.2050 -1.0742
H10 0.9278 -3.1928 -2.3345
H11 -1.6007 -2.4972 -0.7432
H12 -1.5284 -3.1130 -2.4139
H13 -2.5357 -0.1548 -1.7201
H14 -2.4937 -0.9689 -3.3023
H15 -2.2223 1.4730 -3.5750
H16 -0.8039 0.5753 -4.1418
H17 -1.3131 3.5133 -2.7650
H18 0.0685 3.3999 -1.6618
H19 -2.7663 2.3937 -1.0951
H20 -2.0904 3.8847 -0.4450
H21 -1.4751 3.5734 1.7940
H22 0.1439 3.3762 1.0554
H23 -1.2972 1.3272 2.8093
H24 -0.1094 2.4978 3.4225
F1 2.6809 0.5622 -2.0136
B1 3.2275 1.1900 -0.8669
F2 3.2412 0.2187 0.1817
F3 2.3253 2.2314 -0.4836
F4 4.4644 1.6798 -1.0946

For reference, the Löwdin charges in units of e are: 2.32, -0.16, -0.16, -0.18, -0.16, -0.16, -0.29, -0.15, -0.16, -0.31, -0.17, -0.15, -0.27, -0.16, -0.16, -0.25, -0.16, -0.16, -0.31, 0.13, 0.15, 0.13, 0.14, 0.13, 0.14, 0.14, 0.14, 0.14, 0.14, 0.13, 0.14, 0.13, 0.14, 0.14, 0.14, 0.14, 0.14, 0.13, 0.14, 0.14, 0.14, 0.14, 0.15, 0.01, -1.35, 0.00, -0.01, 0.21

=====

Entry 2:
Computed, not measured: a cluster of 7 separate species, C12H24BCl12F4 in total in a non-equilibrium geometry, with ωB97M-V/def2-TZVPD.

* HOMO-LUMO gap: 10.17 eV
* HOMO energy: -7.8 eV
* charge: -1
* strongest force on any atom: 2.971 eV/A
* electronic energy: -6418.604960 hartree
* energy relative to the best compared isomer or geometry (same formula, charge and spin): 23.3 kcal per mole

CARTESIAN COORDINATES (ANGSTROEM)
B1 1.9107 -7.9712 -25.8556
F1 1.6179 -6.8810 -26.6437
F2 2.2427 -7.5794 -24.6237
F3 0.7247 -8.6876 -25.8051
F4 2.9150 -8.7314 -26.3882
Cl1 -1.1144 -5.7376 -28.4094
C1 -2.1884 -6.9878 -29.0578
C2 -1.8391 -8.3555 -28.3973
Cl2 -2.1121 -8.2654 -26.6343
H1 -1.9706 -7.0493 -30.1240
H2 -3.2313 -6.6873 -28.9566
H3 -0.7912 -8.6001 -28.5708
H4 -2.5043 -9.1164 -28.8055
Cl3 -0.5539 -11.6817 -28.9518
C3 1.0341 -11.0297 -28.3014
C4 1.6614 -11.9148 -27.2675
Cl4 0.6282 -12.1035 -25.7925
H5 0.8492 -10.0441 -27.8743
H6 1.7418 -10.7324 -29.0753
H7 2.5367 -11.3502 -26.9463
H8 1.8994 -12.8619 -27.7515
Cl5 3.6975 -6.8466 -29.8635
C5 2.2674 -5.8266 -29.7917
C6 1.8918 -5.2048 -31.1216
Cl6 0.6736 -3.9244 -30.8317
H9 2.4222 -5.0179 -29.0774
H10 1.5015 -6.5001 -29.4070
H11 1.5157 -5.9106 -31.8621
H12 2.6857 -4.6105 -31.5739
Cl7 7.3603 -10.6403 -27.5159
C7 5.6056 -10.3877 -27.3483
C8 5.1454 -9.6837 -28.6456
Cl8 5.2783 -10.6839 -30.1636
H13 5.3673 -9.7415 -26.5035
H14 5.0449 -11.3212 -27.3009
H15 5.6567 -8.7282 -28.7627
H16 4.1106 -9.3592 -28.5363
Cl9 6.1304 -5.1755 -24.0873
C9 5.2338 -6.2499 -25.2089
C10 4.7878 -5.5111 -26.5279
Cl10 3.5279 -4.2939 -26.2758
H17 4.4119 -6.6952 -24.6482
H18 5.9458 -6.9892 -25.5757
H19 4.3220 -6.1531 -27.2756
H20 5.6301 -4.8991 -26.8506
Cl11 1.5385 -9.8540 -22.3898
C11 3.3041 -10.3724 -22.4526
C12 3.6674 -10.4139 -23.8887
Cl12 5.1610 -11.3722 -24.0269
H21 3.3930 -11.3620 -22.0045
H22 3.8642 -9.6517 -21.8567
H23 3.9020 -9.4345 -24.3055
H24 2.9195 -10.8522 -24.5495

For reference, the Löwdin charges in units of e are: -1.53, 0.10, 0.16, 0.07, 0.14, 0.57, -0.64, -0.65, 0.57, 0.06, 0.06, 0.04, 0.05, 0.50, -0.62, -0.62, 0.55, 0.04, 0.08, 0.05, 0.08, 0.63, -0.69, -0.64, 0.52, 0.05, 0.04, 0.07, 0.06, 0.54, -0.67, -0.69, 0.49, 0.04, 0.06, 0.04, 0.02, 0.51, -0.62, -0.63, 0.56, 0.05, 0.06, 0.01, 0.05, 0.54, -0.60, -0.68, 0.57, 0.06, 0.07, 0.05, 0.03

=====

Entry 3:
Computed, not measured: a structure of composition C12H24BiCl2N2S in a non-equilibrium geometry, with ωB97M-V/def2-TZVPD.

* HOMO-LUMO gap: 6.08 eV
* HOMO energy: -3.3 eV
* charge: -1
* strongest force on any atom: 3.261 eV/A
* electronic energy: -2114.376320 hartree
* energy relative to the best compared isomer or geometry (same formula, charge and spin): 0.0 kcal per mole

CARTESIAN COORDINATES (ANGSTROEM)
Bi1 0.4689 -0.4920 -0.8735
Cl1 0.2153 -2.7758 -1.9872
Cl2 0.9102 1.7717 0.5564
C1 2.0439 0.0129 -2.2657
H1 2.6279 0.8736 -1.9396
H2 2.6485 -0.8365 -2.6205
C2 -0.2675 0.9090 -2.5747
C3 0.9310 0.5007 -3.3261
H3 -0.0769 1.8217 -1.9863
C4 0.7088 -0.4823 -4.5011
H4 1.3417 1.4272 -3.7825
C5 -0.5842 -0.1944 -5.2686
H5 1.5766 -0.3662 -5.1620
H6 0.7010 -1.5207 -4.1352
C6 -1.8264 -0.1189 -4.3549
H7 -0.4632 0.7328 -5.8499
H8 -0.7157 -0.9941 -6.0062
C7 -1.6509 0.8319 -3.1690
H9 -2.6776 0.2550 -4.9405
H10 -2.0793 -1.1298 -4.0176
H11 -1.9360 1.8464 -3.5244
H12 -2.3970 0.5970 -2.3836
C8 -2.3493 -0.1638 2.6477
N1 -1.1624 0.0115 3.4806
C9 -1.3675 0.5960 4.7954
C10 -0.0125 -0.6055 3.1165
S1 -0.0769 -1.8835 1.9991
N2 1.1829 -0.1311 3.6100
C11 1.4683 -0.1931 5.0303
C12 2.3751 -0.3188 2.7846
H13 -3.1447 0.4525 3.0651
H14 -2.6679 -1.2108 2.6265
H15 -2.1426 0.1530 1.6208
H16 -1.1894 -0.1404 5.5920
H17 -0.7372 1.4808 4.9323
H18 -2.4150 0.9095 4.8568
H19 1.3889 -1.2127 5.4451
H20 2.5001 0.1565 5.1740
H21 0.8272 0.4761 5.6048
H22 2.5942 -1.3843 2.6152
H23 2.2179 0.1710 1.8166
H24 3.2115 0.1680 3.2993

For reference, the Löwdin charges in units of e are: 1.05, -0.26, -0.27, -0.38, 0.03, 0.04, -0.44, -0.51, 0.04, -0.21, 0.12, -0.21, 0.10, 0.03, -0.21, 0.10, 0.10, -0.25, 0.10, 0.10, 0.10, 0.10, -0.11, -0.21, -0.07, -0.78, 0.55, -0.22, -0.09, -0.15, 0.07, 0.06, 0.07, 0.09, 0.09, 0.08, 0.09, 0.08, 0.05, 0.06, -0.03, 0.08

=====

Entry 4:
Computed, not measured: a structure of composition C12H24CdClF6O16P in a non-equilibrium geometry, with ωB97M-V/def2-TZVPD.

* HOMO-LUMO gap (alpha / beta): 11.61 / 4.59 eV
* HOMO energy (alpha / beta): -13.9 / -13.9 eV
* charge: +1
* strongest force on any atom: 6.105 eV/A
* electronic energy: -3243.488471 hartree
* energy relative to the best compared isomer or geometry (same formula, charge and spin): 23.7 kcal per mole
* 2S+1: 2

CARTESIAN COORDINATES (ANGSTROEM)
Cd1 -10.7012 -18.3101 6.1309
P1 -11.1936 -17.3626 2.8249
F1 -11.3298 -16.6547 1.3792
F2 -9.6198 -17.6842 2.5789
F3 -10.6853 -15.8722 3.3892
F4 -10.9668 -17.9517 4.2390
F5 -12.7624 -17.1033 3.2338
F6 -11.5311 -18.7933 2.1257
Cl1 -9.7959 -18.7918 9.5116
O1 -9.0214 -19.9452 9.2324
O2 -10.5826 -18.5950 8.3410
O3 -10.7641 -19.0350 10.5080
O4 -9.0230 -17.6341 9.8640
C1 -14.2905 -19.3916 3.9231
O5 -13.9785 -20.5104 4.7180
C2 -13.0746 -20.5549 5.6875
O6 -12.4638 -19.5777 6.1326
O7 -13.1345 -21.6690 6.4037
C3 -12.6668 -21.7322 7.8677
H1 -15.1694 -19.6402 3.3284
H2 -13.4738 -19.2981 3.2072
H3 -14.4417 -18.4230 4.3996
H4 -13.0414 -22.6416 8.3375
H5 -13.1350 -20.9305 8.4390
H6 -11.5932 -21.6552 8.0391
C4 -9.4506 -14.4293 6.2030
O8 -8.2355 -14.9690 6.6446
C5 -8.1309 -16.3598 6.5070
O9 -9.0754 -17.1471 6.2970
O10 -6.8611 -16.6674 6.7078
C6 -6.4801 -18.0313 7.1050
H7 -9.9462 -13.8615 6.9904
H8 -10.1212 -15.0526 5.6114
H9 -9.1217 -13.7318 5.4326
H10 -6.6456 -18.0451 8.1822
H11 -5.4458 -18.3036 6.8947
H12 -7.1558 -18.8036 6.7375
C7 -7.4665 -21.1923 4.2064
O11 -8.5380 -21.8454 4.8661
C8 -9.3699 -21.2338 5.6630
O12 -9.4959 -19.9603 5.7803
O13 -10.0078 -21.9849 6.4525
C9 -10.3863 -23.3197 6.2387
H13 -6.5402 -21.6205 4.5895
H14 -7.5038 -20.1072 4.3031
H15 -7.4508 -21.4013 3.1368
H16 -11.3829 -23.3536 5.7986
H17 -10.2149 -23.9688 7.0974
H18 -9.7489 -23.7188 5.4497
C10 -15.0538 -14.9603 5.8015
O14 -14.3349 -16.2149 5.9257
C11 -13.2828 -16.3060 6.7052
O15 -12.2089 -16.9005 6.4282
O16 -13.5923 -15.8484 7.9438
C12 -12.5202 -15.5650 8.9269
H19 -15.8154 -15.2227 5.0671
H20 -14.5498 -14.1047 5.3520
H21 -15.4954 -14.6073 6.7334
H22 -11.7147 -14.9227 8.5709
H23 -12.0849 -16.4989 9.2825
H24 -13.0631 -15.1002 9.7498

For reference, the Löwdin charges in units of e are: 1.40, 0.18, -0.14, -0.17, -0.19, -0.22, -0.15, -0.15, 0.67, -0.16, -0.24, -0.07, -0.21, -0.02, 0.05, -0.53, -0.01, 0.01, 0.05, 0.11, 0.08, 0.09, 0.10, 0.10, 0.07, -0.06, 0.02, -0.44, -0.04, 0.05, 0.03, 0.10, 0.07, 0.11, 0.09, 0.11, 0.07, 0.01, 0.05, -0.54, -0.06, 0.02, 0.00, 0.11, 0.10, 0.11, 0.11, 0.12, 0.10, 0.01, 0.02, -0.50, -0.03, 0.00, 0.03, 0.11, 0.11, 0.10, 0.09, 0.07, 0.10

=====

Question: Among the records above, which one has the lowest electronic energy?
Answer: C12H24BCl12F4

=====

Question: What is the charge in the second record?
Answer: -1

=====

Question: Which of these has the lowest electronic energy?
Answer: C12H24BCl12F4